No. 1
A structure of composition C4H6Cl3NO3 at a distorted geometry. Source: OMol25; level of theory: ωB97M-V/def2-TZVPD.

Calculated values
Orbital gap = 8.68 eV
Total charge = 0
Total energy = -1816.85551 a.u.
LUMO energy = -1.49 eV

Last column: Mulliken charge in e.
Geometry (Å):
1 C 2.672 1.182 0.182  -1.09
2 C 1.015 -0.927 0.188  -0.28
3 C 1.237 0.560 -0.130  0.65
4 C -2.967 -0.205 0.056  0.47
5 N 0.228 1.244 -0.548  -0.11
6 O -1.005 1.136 -0.687  -0.13
7 O -1.668 -0.271 -0.030  -0.43
8 O 0.430 -1.574 -0.907  -0.58
9 Cl -3.893 0.242 -1.373  -0.14
10 Cl -3.362 -1.962 0.482  -0.17
11 Cl -3.605 0.688 1.479  -0.16
12 H 2.855 1.741 1.056  0.32
13 H 3.411 0.339 0.205  0.28
14 H 2.788 1.830 -0.646  0.34
15 H 1.900 -1.615 0.315  0.34
16 H 0.461 -1.100 1.166  0.19
17 H -0.499 -1.307 -0.807  0.51

No. 2
A structure of composition C4H6Cl3O3P at a distorted geometry. Source: OMol25; level of theory: ωB97M-V/def2-TZVPD.

Calculated values
Orbital gap = 4.93 eV
Total charge = -2
Total energy = -2103.70703 a.u.
LUMO energy = 2.69 eV

Last column: Mulliken charge in e.
Geometry (Å):
1 C -0.939 -1.581 1.204  -1.27
2 C -0.128 -0.623 0.354  -0.09
3 C 2.661 -0.794 0.604  -0.17
4 C 1.378 -0.835 0.326  -0.08
5 O 1.320 1.770 0.839  -0.66
6 O 3.312 1.236 -0.784  -0.64
7 O 0.931 1.020 -1.599  -0.62
8 P 1.856 1.310 -0.497  0.93
9 Cl -10.139 2.306 2.417  -1.00
10 Cl 3.309 0.127 1.933  -0.09
11 Cl 1.426 -3.103 -1.078  -0.53
12 H -0.531 -2.478 1.400  0.37
13 H -1.864 -1.736 0.619  0.31
14 H -1.101 -1.032 2.036  0.42
15 H -0.497 -0.480 -0.623  0.45
16 H -0.100 0.365 0.951  0.30
17 H 3.424 -1.462 0.314  0.38

No. 3
An isolated molecule of C4H6ClF at a distorted geometry. Source: OMol25; level of theory: ωB97M-V/def2-TZVPD.

Calculated values
Orbital gap = 9.80 eV
Total charge = 0
SMILES = CC/C=C(/F)Cl
Total energy = -716.01919 a.u.
LUMO energy = 0.84 eV

Last column: Mulliken charge in e.
Geometry (Å):
1 C -2.653 -0.778 -0.943  -1.03
2 C -1.582 0.193 -0.458  -0.35
3 C -0.182 -0.179 -0.847  -0.36
4 C 0.975 -0.050 -0.089  0.36
5 H -2.921 -1.584 -0.217  0.28
6 H -2.525 -1.052 -1.947  0.35
7 H -3.519 -0.069 -0.939  0.28
8 H -1.652 0.264 0.621  0.30
9 H -1.720 1.165 -0.859  0.28
10 H 0.071 -0.542 -1.841  0.27
11 F 2.071 -0.575 -0.597  -0.22
12 Cl 0.840 0.698 1.445  -0.16

No. 4
A structure of composition C4H6ClF3 at a distorted geometry. Source: OMol25; level of theory: ωB97M-V/def2-TZVPD.

Calculated values
Orbital gap = 11.22 eV
Total charge = 0
Total energy = -915.76955 a.u.
LUMO energy = 0.80 eV

Last column: Mulliken charge in e.
Geometry (Å):
1 C -0.478 -0.786 1.385  -1.32
2 C -0.781 1.084 -1.312  -0.95
3 C 0.558 -0.862 0.273  1.08
4 C 0.858 0.474 -0.406  0.17
5 F 0.147 -1.735 -0.692  -0.32
6 F 1.721 -1.397 0.742  -0.32
7 F 1.782 0.356 -1.376  -0.24
8 Cl 1.333 1.723 0.731  -0.15
9 H -0.667 0.242 1.677  0.34
10 H -1.400 -1.245 1.039  0.33
11 H -0.112 -1.339 2.247  0.36
12 H -1.015 0.264 -1.970  0.31
13 H -1.492 1.248 -0.523  0.34
14 H -0.453 1.975 -1.815  0.37

No. 5
A cluster of 2 separate species, C4H6ClN in total at a distorted geometry. Source: OMol25; level of theory: ωB97M-V/def2-TZVPD.

Calculated values
Orbital gap (alpha / beta) = 9.28 / 9.28 eV
Total charge = 0
Total energy = -670.83912 a.u.
LUMO energy (alpha / beta) = -1.17 / -1.17 eV

Last column: Mulliken charge in e.
Geometry (Å):
1 C -1.547 0.360 1.432  -0.01
2 C -0.418 0.391 -1.247  -1.26
3 C 1.021 -0.846 0.416  -1.18
4 C 0.296 0.363 0.017  0.86
5 N -2.179 0.171 2.325  -0.40
6 Cl 1.058 1.871 0.380  -0.11
7 H 0.244 0.704 -2.005  0.40
8 H -0.766 -0.651 -1.425  0.33
9 H -1.269 1.103 -1.386  0.32
10 H 0.594 -1.624 -0.205  0.32
11 H 0.903 -1.082 1.439  0.35
12 H 2.063 -0.761 0.260  0.38

No. 6
A cluster of 2 separate species, C4H6ClN in total at a distorted geometry. Source: OMol25; level of theory: ωB97M-V/def2-TZVPD.

Calculated values
Orbital gap = 10.04 eV
Total charge = 0
SMILES = C#CCl.C1CN1
Total energy = -670.79821 a.u.
LUMO energy = 0.82 eV

Last column: Mulliken charge in e.
Geometry (Å):
1 C 1.944 -1.828 0.420  -0.12
2 C 2.080 -0.653 0.270  -0.12
3 C -0.739 0.263 -0.826  -0.23
4 C -1.029 0.365 0.618  -0.25
5 N -1.149 1.527 -0.246  -0.49
6 Cl 2.766 0.753 -0.270  -0.10
7 H 1.463 -2.803 0.724  0.32
8 H -2.124 1.898 -0.273  0.21
9 H 0.229 0.353 -1.137  0.05
10 H -1.277 -0.271 -1.595  0.23
11 H -1.912 -0.037 0.987  0.28
12 H -0.252 0.432 1.329  0.22

No. 7
An isolated molecule of C4H6ClN at a distorted geometry. Source: OMol25; level of theory: ωB97M-V/def2-TZVPD.

Calculated values
Orbital gap = 10.32 eV
Total charge = 0
SMILES = C=C(Cl)[C@@H]1CN1
Total energy = -670.89093 a.u.
LUMO energy = 1.00 eV

Last column: Mulliken charge in e.
Geometry (Å):
1 C -0.414 0.379 0.023  0.22
2 C -0.296 1.717 0.007  -0.72
3 C 0.759 -0.549 -0.180  -0.06
4 C 1.937 -0.404 0.737  -0.44
5 H -1.116 2.387 0.330  0.26
6 H 0.641 2.230 -0.165  0.35
7 H 0.498 -1.571 -0.569  0.36
8 H 2.481 -1.288 1.110  0.27
9 H 1.774 0.382 1.476  0.27
10 H 2.426 -0.676 -1.233  0.26
11 N 2.052 0.044 -0.643  -0.54
12 Cl -1.940 -0.507 0.002  -0.22

No. 8
The ion C4H6ClN2O with charge +1 at a distorted geometry. Source: OMol25; level of theory: ωB97M-V/def2-TZVPD.

Calculated values
Orbital gap = 10.00 eV
Total charge = +1
SMILES = COC1=[NH+]C=N[C@H]1Cl
Total energy = -800.62570 a.u.
LUMO energy = -5.60 eV

Last column: Mulliken charge in e.
Geometry (Å):
1 C 1.715 -0.063 -0.441  0.32
2 C 0.995 1.887 0.343  -0.11
3 C 0.250 -0.145 -0.139  0.29
4 C -1.921 -1.357 0.001  -0.70
5 N 2.009 1.318 -0.173  -0.33
6 N -0.175 1.052 0.243  -0.10
7 O -0.529 -1.355 -0.247  -0.24
8 Cl 2.750 -1.339 0.291  -0.08
9 H 1.763 -0.189 -1.479  0.34
10 H 0.906 2.952 0.674  0.36
11 H -2.208 -0.368 -0.157  0.33
12 H -1.954 -1.525 1.076  0.35
13 H -2.390 -2.193 -0.545  0.24
14 H -1.212 1.324 0.553  0.34

Listing energy above the lowest of the compared OMol25 structures with the same formula, charge and spin for the structures above in their given order: 0.0 150.0 83.7 62.3 287.4 394.8 151.4 213.6 kJ/mol.
Listing molecular weight for the structures above in their given order: 222.5 239.4 108.5 146.5 103.6 103.6 103.6 133.6 g mol⁻¹.